# 1
Below is a molecular structure, C37H42FeN4P2 in a non-equilibrium geometry, with properties calculated with ωB97M-V with the def2-TZVPD basis set.

Last column: Löwdin spin population.
Positions of all 86 atoms, in Å:
H1 -1.72352 0.36414 0.24795  0.00
H2 1.75067 -1.39103 4.92559  0.01
C1 4.81916 1.21123 -4.35414  0.00
C2 3.03035 -3.60849 -6.08932  0.00
C3 -0.37306 0.28593 6.23332  0.01
C4 0.75242 1.14308 6.36416  0.00
C5 -2.72655 -1.31857 6.13965  0.00
H3 0.88440 -2.62874 3.90296  0.02
H4 -0.45461 3.66833 2.68863  0.00
H5 -3.65100 -3.03172 -2.59666  0.00
H6 -1.76396 1.83121 4.01085  0.00
H7 -5.64686 -3.36382 -4.44781  0.00
Fe1 0.27949 -0.32795 3.18608  3.43
H8 2.12396 -0.98773 1.38446  0.01
H9 2.68195 0.87081 2.85222  0.01
H10 0.34488 2.93029 4.04344  0.00
H11 2.01001 3.04728 2.44850  0.00
C6 5.00580 1.24678 -2.92859  0.00
H12 3.16045 0.31441 -5.54612  0.00
C7 0.36204 -0.11460 0.41761  0.01
C8 -1.23125 0.11922 7.40206  0.00
H13 0.58165 0.73851 -3.90930  0.00
C9 -1.90040 -1.16133 4.99533  0.02
H14 -0.63534 1.77143 0.61833  0.00
C10 -5.05678 -2.47526 -4.26517  0.00
N1 2.35778 -2.45073 -4.22413  0.00
C11 -1.33882 0.63377 2.27856  0.06
H15 -3.05804 -0.76562 8.18322  0.00
C12 2.89517 -4.53438 -4.99947  0.00
P1 -1.89296 -0.66693 -2.70432  0.00
C13 2.64468 -2.34947 -5.59137  0.00
C14 -5.16921 -1.22764 -4.96585  0.00
H16 0.04336 -1.14265 0.16816  0.00
H17 3.40405 -3.81217 -7.08173  0.00
C15 -2.39779 -0.67827 7.31405  0.01
H18 -1.63238 0.71115 9.42920  0.00
H19 3.74026 0.24940 -1.31706  0.00
H20 5.77745 1.79388 -2.38889  0.00
H21 -2.09223 4.15812 -4.28486  0.00
C16 1.21114 2.36016 2.11988  0.03
H22 3.08600 -5.60105 -5.03481  0.00
N2 -1.95962 1.10988 -2.96720  0.00
C17 2.49478 -3.80143 -3.87996  0.00
H23 1.02490 -0.39924 -5.18464  0.00
H24 -0.70939 -2.03831 -4.26177  0.00
C18 -0.77110 -0.37245 5.03381  0.08
H25 -2.16959 -1.69870 4.08820  0.00
C19 0.62873 -0.32936 -4.15882  0.00
H26 -1.32692 -0.57287 -5.06042  0.00
C20 1.47115 -1.69146 3.89398  0.08
H27 2.31344 -4.12042 -2.86478  0.00
H28 -1.69004 1.51874 -0.89930  0.00
C21 3.98785 0.49867 -2.35014  0.00
C22 -0.87220 0.71874 0.86034  0.02
P2 1.81352 -1.09957 -2.99608  0.00
C23 -0.78423 -0.93927 -4.16542  0.00
H29 -4.05070 0.68083 -4.66462  0.00
C24 -4.21720 -0.36410 -4.43380  0.00
H30 1.85777 2.49859 7.60294  0.00
C25 -4.03164 -2.34179 -3.34036  0.00
H31 1.44698 1.26977 5.52360  0.00
H32 -2.18773 1.53748 -5.09258  0.00
N3 3.13323 0.03091 -3.37232  0.00
H33 -3.62253 -1.93494 6.07810  0.00
H34 1.02108 2.67839 1.07775  0.00
H35 2.57298 -1.43340 -6.14741  0.00
H36 0.72765 0.31829 -0.53690  0.00
C26 -1.71325 3.26224 -2.26934  0.00
C27 -1.06865 1.66679 3.18074  0.01
N4 -3.48482 -1.04525 -3.44730  0.00
C28 -0.94749 0.82596 8.58688  0.00
C29 1.45519 -0.12445 1.42930  -0.01
H37 5.45268 1.66359 -5.11199  0.00
C30 -0.03283 2.70222 3.03020  0.01
C31 3.64404 0.49429 -4.59572  0.00
H38 0.36437 2.21334 9.57455  0.00
H39 -5.83858 -1.00512 -5.78709  0.00
H40 2.37454 -1.83620 3.27933  0.02
C32 0.14696 1.66780 8.66132  0.00
H41 -1.53997 4.08993 -1.58499  0.00
C33 1.76786 0.97230 2.24758  0.15
C34 -1.73853 1.94733 -1.87291  0.00
C35 0.99591 1.82987 7.55030  0.00
C36 -2.02951 1.94108 -4.09169  0.00
H42 -2.15900 -0.06363 2.48958  0.01
C37 -1.95244 3.26392 -3.67560  0.00

Its spin multiplicity is 5. The HOMO energy (alpha / beta) is -5.9 / -7.5 eV. For the relative energy (zero: lowest compared OMol25 entry of this formula, charge and spin), the calculation gives 0.0 kJ/mol. The LUMO energy (alpha / beta) is 0.18 / -0.43 eV. The net charge is 0. The calculation puts the total energy at -3600.30362 hartree. Its expectation value of S² is 6.051.

# 2
Below is a molecular structure, C37H42IN6NaO6S7 in a non-equilibrium geometry, with properties calculated with ωB97M-V with the def2-TZVPD basis set.

Last column: Mulliken charge in e.
Positions of all 100 atoms, in Å:
C1 2.06390 2.16445 -0.07822  0.21
H1 -4.81310 1.46213 -0.84444  0.28
H2 -3.69204 -1.66725 -4.47961  0.21
H3 2.13808 -3.09110 -1.50294  0.43
C2 4.61823 2.66823 3.91757  -0.32
H4 4.38807 0.43334 -0.34213  0.30
C3 -2.55544 3.03643 -1.08421  -1.12
C4 2.83771 -1.25118 -2.35989  0.14
H5 5.60928 1.37534 -1.21480  0.45
N1 3.11978 2.40502 0.80246  0.54
S1 -4.81324 1.04040 4.21983  -0.33
C5 -2.40052 -6.37228 -2.29303  -0.38
C6 -4.35435 1.67513 -1.81198  -0.84
H6 4.80443 0.25789 6.29870  0.35
S2 1.07576 2.10174 -2.63810  -0.37
H7 -3.10467 3.89540 -1.48200  0.38
O1 -2.04867 -1.57509 -2.48829  -0.80
C7 5.11815 -1.23227 -3.05519  -0.27
C8 -2.66063 2.91657 0.43483  0.43
H8 -3.11334 1.14912 -5.47090  0.34
C9 2.96274 -2.58941 -1.99732  -0.59
C10 -2.56396 4.00306 2.61690  -0.68
H9 -1.95846 5.37468 -0.35214  0.34
C11 -3.04306 1.07249 -4.37895  -0.73
H10 -2.61580 -7.26524 -1.74556  0.40
H11 -1.67479 -5.32585 -5.40473  0.40
C12 -1.88593 -5.30524 -4.36521  -0.62
N2 3.65454 1.71360 -1.90348  0.02
C13 -2.12738 -2.55153 -1.71989  0.73
H12 5.94498 -0.65797 -3.47303  0.30
H13 -1.51282 3.23287 -1.34000  0.37
C14 5.25305 -2.58762 -2.72183  -0.64
O2 -4.32524 -2.94498 7.88325  -0.62
H14 3.34630 4.04650 2.10317  0.38
C15 -2.14931 -6.45176 -3.65858  -0.16
C16 -1.91296 -4.06123 -3.70388  -0.21
C17 -2.18679 -3.94976 -2.35773  0.09
H15 -1.85215 5.98927 1.29197  0.34
S3 1.65071 -3.81381 1.46693  -0.49
O3 -5.60152 -0.32475 -2.21952  -0.72
H16 -3.04046 2.07719 -3.93789  0.16
H17 0.45877 -1.56475 3.96164  -0.07
C18 3.92760 -0.55150 -2.89645  0.46
H18 2.74759 -0.50165 5.11928  0.38
H19 -5.43839 -1.27489 -4.35403  0.34
O4 -2.95864 1.83996 -1.68997  0.52
C19 3.27285 0.38741 4.78689  -0.62
C20 -4.02115 -2.12422 7.03822  0.53
C21 3.83735 0.95196 -3.13719  -1.55
C22 2.30880 1.97197 -1.47174  -0.58
H20 -0.60509 4.91592 0.65228  0.18
H21 -2.13235 0.54600 -4.11424  0.25
S4 0.49575 1.97752 0.59285  -0.17
I1 -2.04252 -8.35099 -4.70753  -0.04
H22 -4.46762 -0.64457 -5.70796  0.36
N3 -4.16634 0.28466 -3.89316  0.11
H23 1.92358 -2.51854 3.84714  0.18
C23 -1.66908 5.13044 0.66021  -0.87
C24 5.10653 1.94785 4.99573  -0.59
S5 -5.16938 -1.04373 6.27018  -0.18
H24 4.21592 -4.29205 -1.82773  0.36
H25 -3.29269 3.24163 2.92358  0.07
C25 4.42841 0.81100 5.44220  -0.41
H26 1.77904 3.15884 2.14944  0.29
C26 2.88164 3.05391 2.09452  -1.24
H27 5.13255 2.25868 1.11259  0.48
N4 -0.55473 -2.39684 1.92069  -0.04
N5 1.07167 -2.16509 3.45262  -0.17
C27 4.46577 2.47984 0.29468  -0.80
C28 -4.09548 -0.12518 5.19067  0.04
C29 4.58672 1.42164 -0.79805  -0.68
Na1 -1.66905 0.02626 -0.53213  0.65
O5 -2.95296 1.80135 0.88648  -0.50
C30 3.42845 2.27008 3.26251  0.16
H28 -2.90003 4.98090 2.97889  0.36
H29 6.19464 -3.13676 -2.87152  0.31
S6 -1.44720 0.18190 4.46883  -0.22
H30 6.03182 2.29204 5.46320  0.33
C31 -4.47063 -0.92304 -4.64040  -1.03
H31 2.95175 1.15693 -3.77386  0.48
H32 4.72342 1.30661 -3.64380  0.44
H33 4.70909 3.49096 -0.07885  0.25
C32 -4.72777 0.42056 -2.66044  0.74
C33 -2.43164 -5.14121 -1.65618  -0.10
C34 0.67091 -2.73902 2.30836  0.59
H34 1.92508 0.78014 3.17742  0.53
H35 1.88016 -0.75448 -2.15529  0.43
C35 -2.75166 -0.53667 5.27291  -0.05
H36 -1.71036 -3.16702 -4.24234  0.42
N6 -2.46757 4.02634 1.17316  0.22
H37 -0.94758 -2.71655 1.03665  0.05
O6 -2.15347 -2.49049 -0.46427  -1.07
H38 5.12788 3.56688 3.58923  0.36
H39 -2.69526 -5.09969 -0.60012  0.41
S7 -2.38361 -1.83333 6.43440  -0.14
H40 -4.80097 2.55444 -2.30045  0.38
H41 -1.60489 3.70160 3.05013  0.21
C36 4.15987 -3.26812 -2.20671  -0.50
C37 2.80699 1.11109 3.69922  0.07
H42 -1.10160 -1.75949 2.50748  -0.01

Its spin multiplicity is 1. The HOMO energy (alpha / beta) is -2.6 / -1.7 eV. The LUMO energy (alpha / beta) is 3.07 / 3.07 eV. The net charge is -2. The calculation puts the total energy at -5462.64995 hartree.

Question: The highest net charge belongs to which entry?
Answer: C37H42FeN4P2

Question: Among the records above, which one has the highest spin multiplicity?
Answer: C37H42FeN4P2